Entry 1:
C2HN3O3 in the gas phase in a non-equilibrium geometry, computed with ωB97M-V with the def2-TZVPD basis set.

CARTESIAN COORDINATES (ANGSTROEM)
C 0.8098 -0.5282 -0.2228
C 0.3623 0.8539 -0.0828
H 2.4480 -1.7007 -0.3336
N -0.1075 -1.4424 0.2497
N -2.0247 0.2282 -0.1134
N -1.2425 1.1118 -0.3645
O 2.1893 -0.6410 -0.1731
O -1.4179 -1.1571 0.2387
O 0.9964 1.8559 0.4050

Computed properties:
Structure (SMILES) ... O=c1nnonc1O
HOMO-LUMO gap ... 8.892 eV
Relative energy (zero: lowest compared OMol25 entry of this formula, charge and spin) ... 717.7 kJ/mol
LUMO energy ... -1.2 eV
HOMO level ... -10.08 eV

---

Entry 2:
7 unconnected molecules or ions with the total composition C20H58N4O7 in a non-equilibrium geometry, computed with ωB97M-V with the def2-TZVPD basis set.

CARTESIAN COORDINATES (ANGSTROEM)
C 4.3815 5.5411 -4.3019
O 5.7335 5.0756 -4.0725
H 4.2228 6.0603 -5.2470
H 3.6339 4.7618 -4.1537
H 4.2266 6.2623 -3.4994
H 6.0632 4.7324 -4.9063
C 1.6148 6.2403 -8.2855
O 1.8727 7.0129 -9.4115
H 2.3814 6.3547 -7.5192
H 0.7057 6.6752 -7.8700
H 1.2962 5.2200 -8.4986
H 1.6764 7.9060 -9.1194
C 1.1556 9.1434 -5.5126
C 1.6293 10.1507 -6.5178
O 1.2726 9.6309 -7.7737
H 1.5342 8.1446 -5.7294
H 0.0777 8.9882 -5.4670
H 1.5947 9.4729 -4.5709
H 2.6690 10.4702 -6.4457
H 1.1664 11.1253 -6.3637
H 1.6995 10.2568 -8.3633
C -4.0454 0.7174 -11.0321
C -4.0149 1.2162 -9.5951
C -2.8038 2.0484 -9.2210
O -2.6799 3.0975 -10.1633
C -1.4188 3.7128 -10.0857
N -5.2979 1.8829 -9.3138
H -4.3758 1.5229 -11.6880
H -4.7201 -0.1199 -11.2108
H -3.0565 0.5104 -11.4411
H -4.1442 0.3873 -8.8991
H -1.8698 1.4967 -9.1145
H -2.9616 2.3839 -8.1960
H -0.5731 3.0390 -10.2226
H -1.2521 4.2054 -9.1277
H -1.2073 4.4125 -10.8943
H -5.4877 2.6998 -9.8766
H -5.4872 2.0131 -8.3303
C 4.6327 9.0922 -9.2162
C 4.6746 10.5667 -9.2393
C 5.4810 11.1960 -10.3909
O 6.8353 11.0756 -10.1781
C 7.7273 11.8404 -10.9600
N 3.3620 11.2585 -9.2635
H 4.1927 8.7893 -10.1664
H 3.8978 8.7943 -8.4684
H 5.5953 8.6401 -8.9772
H 5.1706 10.8568 -8.3130
H 5.1955 12.2307 -10.5803
H 5.2988 10.7248 -11.3567
H 8.7919 11.6363 -10.8450
H 7.7941 12.9235 -10.8577
H 7.3863 11.8714 -11.9948
H 2.7183 11.1313 -10.0313
H 3.6245 12.2254 -9.1356
C 1.2019 4.2685 -12.3687
C 2.4369 4.9382 -12.9123
C 2.4786 4.9769 -14.4368
O 2.4282 3.7311 -14.9514
C 2.3159 3.6599 -16.3228
N 2.4743 6.2242 -12.3517
H 1.2936 3.1902 -12.4993
H 0.2466 4.6319 -12.7475
H 1.1580 4.4135 -11.2893
H 3.3754 4.4660 -12.6221
H 3.4682 5.3307 -14.7260
H 1.7767 5.7533 -14.7411
H 1.3965 3.1621 -16.6307
H 3.0205 2.9135 -16.6896
H 2.4151 4.6148 -16.8389
H 2.3959 6.2320 -11.3448
H 3.3919 6.6250 -12.4842
C 2.8552 10.8699 -14.0350
C 2.4335 9.6419 -13.2092
C 1.1106 9.7755 -12.3600
O 1.2686 10.7632 -11.3759
C 0.0696 11.1072 -10.7438
N 2.3038 8.5025 -14.1323
H 2.0369 11.2674 -14.6353
H 3.7366 10.8721 -14.6763
H 3.0290 11.6334 -13.2768
H 3.3021 9.4005 -12.5964
H 0.8294 8.8679 -11.8259
H 0.3118 10.0386 -13.0535
H -0.5461 11.6465 -11.4635
H 0.2650 11.8892 -10.0100
H -0.5315 10.2803 -10.3658
H 3.1823 8.3725 -14.6134
H 2.2656 7.7445 -13.4659

Computed properties:
HOMO-LUMO gap (spin up / spin down) ... 1.715 / 9.281 eV
Total charge ... -1
LUMO energy (spin up / spin down) ... 2.6 / 2.5 eV
Multiplicity ... 2
HOMO level (spin up / spin down) ... 0.84 / -6.77 eV

---

Entry 3:
13 unconnected molecules or ions with the total composition C20H49O21 in a non-equilibrium geometry, computed with ωB97M-V with the def2-TZVPD basis set.

CARTESIAN COORDINATES (ANGSTROEM)
C 0.5690 -0.1006 0.0971
C 0.4189 1.3542 -0.3769
O 1.3204 1.8335 -1.2374
H -0.1069 -0.2844 0.9498
H 1.6120 -0.2823 0.3731
H 0.2989 -0.8309 -0.6767
H 0.4309 1.9371 0.5773
H -0.6441 1.4162 -0.7241
C -0.7419 -3.4262 -0.4688
C -2.1250 -3.4300 -1.1145
O -2.0895 -4.6463 -1.9123
C -1.0672 -5.4203 -1.5142
O -0.8522 -6.4580 -1.9219
O -0.3262 -4.7987 -0.5670
H -0.6980 -3.0565 0.5508
H -0.0710 -2.7873 -1.0504
H -2.3123 -2.5757 -1.7396
H -2.9076 -3.5333 -0.3455
C -2.6262 -1.5598 2.2205
C -2.4927 -0.2119 2.9927
O -1.3310 -0.3890 3.7500
C -0.8220 -1.6302 3.6001
O 0.0876 -1.9701 4.1500
O -1.4673 -2.3104 2.6466
H -2.6906 -1.5218 1.1337
H -3.5014 -2.1238 2.5644
H -3.3627 -0.1575 3.6496
H -2.4842 0.6700 2.3623
C 2.6531 -2.8863 1.8524
C 3.4495 -2.4997 3.1073
O 3.6195 -3.7673 3.7788
C 2.7786 -4.6739 3.2425
O 2.6011 -5.7176 3.6547
O 2.0631 -4.1593 2.2287
H 3.3242 -2.9544 0.9824
H 1.8914 -2.1496 1.6029
H 2.8770 -1.8411 3.7635
H 4.3768 -2.0221 2.8011
C 0.2162 2.1182 4.8800
C 1.1510 1.6257 6.0240
O 2.2933 1.0580 5.3056
C 2.1433 1.2453 3.9929
O 2.9123 0.9209 3.2037
O 0.9650 1.8770 3.6908
H -0.0404 3.1776 4.9630
H -0.7221 1.5779 4.8090
H 0.6893 0.7828 6.5321
H 1.4646 2.4291 6.6758
O 0.7658 2.2938 -3.9410
H -0.1582 2.5654 -3.9937
H 0.9435 2.1741 -2.9435
O 1.0340 4.8585 -0.8154
H 1.0481 4.9486 -1.7752
H 0.8180 3.9063 -0.6873
O 3.5393 2.4000 0.8537
H 3.3125 1.9233 1.6993
H 2.7145 2.3856 0.3108
O 3.6160 3.4781 -1.8121
H 3.5419 3.6968 -2.7507
H 2.9401 2.7598 -1.6718
O 3.4284 -0.0280 -1.9197
H 2.6795 0.5629 -1.5779
H 4.0139 -0.0804 -1.1528
C -2.9692 5.5336 -1.7621
C -2.9800 4.0357 -1.8231
O -2.7219 3.4585 -0.5516
H -3.0794 6.0516 -2.7181
H -2.0134 5.8714 -1.3480
H -3.7630 5.9106 -1.0986
H -2.1675 3.7365 -2.5012
H -3.8838 3.6089 -2.2725
H -2.8159 4.1446 0.1120
C 0.8458 -2.1677 -5.3723
C 1.5711 -1.9638 -4.0551
O 2.1836 -3.2705 -3.6826
H 1.4984 -2.7120 -6.0659
H 0.5108 -1.2514 -5.8504
H 0.0288 -2.8764 -5.1967
H 0.7939 -1.7348 -3.3097
H 2.3683 -1.2265 -4.0445
H 3.0763 -3.1323 -3.3648
C -2.5097 0.0685 -1.9683
C -3.9754 0.3456 -1.6905
O -4.5964 0.8306 -2.9378
H -2.3619 -0.6049 -2.8097
H -2.0174 -0.4307 -1.1195
H -1.9206 0.9704 -2.1480
H -4.0937 1.1021 -0.9160
H -4.4279 -0.6393 -1.4950
H -5.5417 0.6492 -2.8922

Computed properties:
HOMO-LUMO gap ... 7.255 eV
Relative energy (zero: lowest compared OMol25 entry of this formula, charge and spin) ... 3.0 kJ/mol
Total charge ... -1
LUMO energy ... 1.8 eV
HOMO level ... -5.50 eV

---

| no. | energy (Ha) |
| --- | --- |
| 1 | -466.59450 |
| 2 | -1542.27109 |
| 3 | -2371.52410 |